Entry 1:
# C39H69BrO22PS2

A structure of composition C39H69BrO22PS2 in a non-equilibrium geometry (the ωB97M-V functional and the def2-TZVPD basis, OMol25).

```
134
Properties=species:S:1:pos:R:3:forces:R:3:lowdin_charge:R:1
C -3.3659 -3.0271 1.2124 0.12 0.15 0.04 -0.05
C -1.9728 -3.6643 1.1650 -0.20 -0.32 -0.04 -0.26
O -0.9577 -2.8280 0.6596 -0.07 0.00 -0.27 -0.16
C -0.5716 -1.7771 1.5384 0.04 -0.01 0.09 -0.19
C 0.5174 -0.9383 0.8691 -0.34 0.06 0.13 -0.14
C -0.0037 0.3955 0.2774 -0.23 0.05 0.51 -0.43
C -1.1824 0.0916 -0.6681 0.15 0.10 -0.54 -0.08
C -0.8809 -0.9471 -1.7661 -0.27 -0.27 0.23 -0.05
C -2.0975 -1.5613 -2.3963 0.01 -0.38 0.17 -0.43
O -2.1616 -2.6875 -2.8499 0.08 2.63 1.52 0.01
O -3.1665 -0.7457 -2.4474 0.10 0.79 -0.32 0.13
O -0.5079 1.0823 1.4105 -0.52 0.23 -0.66 -0.27
P -0.0522 2.7136 1.7568 0.96 0.11 1.02 0.61
S -1.6629 3.6074 0.1878 1.74 -0.07 1.27 0.66
C 0.5027 4.5360 1.9140 0.00 0.05 -0.44 -0.31
C -0.4460 5.4991 2.6088 0.02 0.42 0.30 -0.35
C 0.0299 6.9519 2.4581 0.08 -0.18 -0.10 -0.59
Br -1.2656 8.0977 1.5370 -0.04 0.05 -0.02 0.56
C 1.0552 2.1795 3.1904 0.21 -0.28 0.12 -0.22
C 2.5041 1.7125 3.0213 0.11 -0.03 0.69 -0.21
C 3.4659 2.7911 2.5561 0.10 -0.05 -0.22 -0.17
O 4.6623 2.2179 1.9611 -0.05 0.08 0.33 -0.06
C 5.3008 3.0116 1.0725 -0.03 0.00 -0.34 -0.55
C 6.5963 3.5554 1.6073 0.25 0.14 -0.46 0.01
O 4.8956 3.2463 -0.0361 -0.03 0.02 0.39 0.11
C -1.5715 2.7942 2.9472 -0.08 -0.40 -0.19 -0.29
O -1.2450 3.0234 4.3230 -0.22 0.10 0.06 -0.22
O -1.7433 1.9393 5.1241 0.06 0.05 -0.05 -0.04
O 1.1678 2.4874 0.5016 -0.71 0.28 -0.76 -0.28
C 1.1078 1.3715 -0.3218 1.20 -0.69 0.68 -0.56
S 2.7968 0.4429 -0.0869 -0.29 -0.24 -0.14 0.86
C 1.1942 1.6785 -1.8381 -0.26 -0.09 -0.01 -0.19
C 0.0575 2.3047 -2.6475 0.16 0.28 -0.41 -0.20
C 0.5772 3.2600 -3.7362 -0.13 -0.08 0.10 -0.15
C 1.0173 2.5919 -5.0410 -0.05 0.34 -0.10 -0.22
O 0.6431 3.4213 -6.1427 0.26 -0.14 -0.08 -0.20
C -0.3365 2.8483 -6.9872 0.09 0.23 0.26 -0.11
H -3.8940 -3.3026 2.1244 -0.08 -0.07 -0.04 0.07
H -3.3028 -1.9394 1.1971 0.04 0.03 0.02 0.07
H -3.9597 -3.3287 0.3509 -0.06 0.01 -0.01 0.06
H -1.6927 -4.0722 2.1439 0.08 0.19 0.09 0.12
H -2.0186 -4.5188 0.4880 0.13 -0.03 0.00 0.09
H -0.1835 -2.2090 2.4678 0.02 -0.08 -0.05 0.11
H -1.4360 -1.1704 1.8145 0.01 0.13 0.02 0.11
H 0.9857 -1.5616 0.1126 0.23 0.00 0.08 0.09
H 1.2328 -0.7093 1.6558 0.18 0.09 -0.18 0.07
H -2.0274 -0.2324 -0.0618 0.10 -0.16 0.12 0.12
H -1.5212 1.0034 -1.1469 -0.04 0.20 0.05 0.09
H -0.3077 -1.8009 -1.4207 0.17 0.11 0.11 0.11
H -0.3374 -0.4853 -2.5936 0.07 0.01 -0.04 0.12
H -3.5610 -0.8316 -3.3262 -0.41 -0.25 0.22 0.13
H -0.8891 4.3856 -0.5720 0.14 0.05 -0.03 -0.14
H 0.6910 4.9037 0.9032 -0.01 -0.06 -0.04 0.06
H 1.4651 4.5954 2.4286 0.01 -0.15 0.05 0.07
H -1.4574 5.4255 2.2188 0.02 -0.14 -0.08 0.04
H -0.4928 5.2964 3.6807 -0.09 -0.18 0.00 0.10
H 0.2100 7.4440 3.4077 0.00 0.04 0.02 0.04
H 0.9221 7.0117 1.8421 0.04 0.06 0.03 0.05
H 1.0724 2.9762 3.9374 -0.15 0.14 -0.09 0.09
H 0.5405 1.3476 3.6738 -0.02 -0.04 -0.02 0.06
H 2.8345 1.4553 4.0385 0.03 -0.16 -0.01 0.10
H 2.6070 0.7798 2.4774 -0.04 0.25 -0.42 0.05
H 3.0190 3.4886 1.8540 -0.04 -0.21 -0.24 0.10
H 3.8163 3.3462 3.4333 -0.11 0.20 -0.02 0.13
H 7.2586 2.7477 1.9124 -0.07 -0.04 0.18 0.08
H 6.3987 4.2133 2.4528 -0.02 -0.12 0.15 0.08
H 7.0797 4.1312 0.8210 0.04 0.02 0.03 0.08
H -2.0395 1.8153 2.8752 0.03 -0.04 0.00 0.09
H -2.3207 3.5175 2.6286 0.12 0.19 0.10 0.05
H -1.0153 1.3002 5.0667 0.04 0.04 -0.03 0.08
H 3.4701 1.0279 -1.0786 -0.01 0.25 0.03 -0.13
H 2.0644 2.3306 -1.9327 0.00 0.07 0.11 0.10
H 1.4774 0.7404 -2.3175 0.06 -0.02 -0.03 0.09
H -0.5209 1.5407 -3.1699 -0.17 -0.13 0.13 0.09
H -0.6438 2.8493 -2.0355 -0.05 0.05 0.34 0.03
H 1.3869 3.8743 -3.3366 -0.01 0.07 0.02 0.11
H -0.2230 3.9492 -4.0181 -0.05 -0.03 0.00 0.11
H 0.5461 1.6089 -5.1351 0.00 -0.04 -0.03 0.11
H 2.1001 2.4610 -5.0964 0.03 -0.11 0.10 0.12
H -0.8138 3.6723 -7.5155 -0.04 -0.07 -0.10 0.09
H 0.0991 2.1516 -7.7097 0.06 -0.04 -0.03 0.08
H -1.0823 2.3317 -6.3893 -0.24 -0.10 -0.10 0.06
C 1.2635 -7.6316 -1.7650 -0.08 -0.23 -0.30 -0.01
C 0.7971 -6.8703 -0.5562 0.06 0.05 -0.23 -0.33
C 1.5467 -7.0498 0.7470 0.02 0.09 -0.06 -0.09
O 0.5157 -6.7997 1.7121 0.09 -0.22 0.10 0.06
C -0.6736 -7.1167 1.1469 -0.11 0.23 -0.01 -0.58
O -1.7082 -7.1821 1.7279 0.04 -0.09 0.09 0.16
O -0.5218 -7.3192 -0.1777 0.03 0.07 -0.02 0.06
H 2.3197 -7.4574 -1.9732 0.02 0.08 0.11 0.09
H 1.0997 -8.7041 -1.6513 0.08 0.00 0.18 0.09
H 0.7009 -7.3187 -2.6452 -0.01 0.05 0.02 0.08
H 0.7338 -5.8040 -0.7947 -0.09 0.03 0.08 0.16
H 2.3502 -6.3315 0.8840 -0.04 0.04 0.06 0.14
H 1.9302 -8.0654 0.8758 -0.05 -0.02 -0.01 0.14
C -3.9873 3.4896 -1.4107 -0.32 -0.82 -0.29 -0.13
C -3.6213 3.8492 -2.8288 -0.31 0.18 0.50 -0.33
C -4.7208 4.4833 -3.6637 0.04 0.14 0.06 -0.08
O -4.3980 4.0521 -4.9982 -0.14 0.04 -0.09 0.07
C -3.6919 2.9114 -4.8905 0.51 -0.34 0.04 -0.58
O -3.3760 2.1924 -5.7929 -0.37 0.20 -0.06 0.13
O -3.3505 2.6813 -3.6142 0.21 -0.39 -0.08 0.07
H -4.3770 4.3757 -0.9073 0.06 0.00 0.10 0.08
H -4.7467 2.7013 -1.3969 -0.21 0.14 -0.20 0.09
H -3.0863 3.1187 -0.8186 -1.82 0.38 -1.48 -0.12
H -2.7181 4.4683 -2.8450 0.03 0.04 -0.02 0.15
H -4.7314 5.5690 -3.6237 0.04 0.01 -0.10 0.13
H -5.7072 4.0944 -3.4017 0.02 -0.03 0.04 0.13
C -2.4710 -5.4276 -2.3697 0.06 -0.36 -0.02 0.00
C -1.7561 -4.8680 -3.5695 0.07 -0.44 -0.40 -0.32
C -2.6523 -4.2686 -4.6418 0.04 -0.58 -0.57 -0.08
O -1.8968 -4.5089 -5.8450 -0.04 -0.20 -0.08 0.07
C -1.0897 -5.5711 -5.6354 -0.14 0.06 0.12 -0.58
O -0.4669 -6.1291 -6.4854 0.05 -0.01 -0.02 0.14
O -1.0926 -5.9150 -4.3324 0.01 -0.24 0.03 0.07
H -3.1116 -4.6650 -1.9318 0.00 0.00 -0.04 0.08
H -3.0742 -6.2914 -2.6559 -0.05 0.03 -0.01 0.10
H -1.7641 -5.7535 -1.6083 -0.03 -0.03 -0.01 0.06
H -0.9970 -4.1608 -3.2613 0.18 -0.35 -0.24 0.14
H -2.8323 -3.2165 -4.5237 0.04 -0.15 -0.43 0.11
H -3.6065 -4.8001 -4.7177 0.03 -0.12 0.02 0.14
C 4.5393 -2.7047 6.7836 0.03 -0.07 -0.18 -0.02
C 3.5746 -1.5839 6.4926 0.04 -0.06 0.11 -0.33
C 2.2751 -1.6257 7.2747 0.01 0.01 0.02 -0.10
O 1.3541 -1.0099 6.3728 -0.04 -0.04 0.00 0.07
C 1.8229 -1.1806 5.1099 0.13 0.06 0.07 -0.54
O 1.2124 -0.9356 4.1248 -0.11 -0.14 0.04 0.17
O 3.0888 -1.6604 5.1430 0.00 0.04 -0.04 0.09
H 4.7455 -2.7565 7.8533 0.00 0.02 0.01 0.09
H 4.1215 -3.6560 6.4534 -0.06 -0.01 0.08 0.09
H 5.4807 -2.5526 6.2579 0.00 0.02 0.01 0.09
H 4.0623 -0.6122 6.6117 -0.03 0.02 0.00 0.16
H 2.3073 -1.0689 8.2076 -0.05 0.08 -0.04 0.14
H 1.9477 -2.6506 7.4691 0.04 -0.02 0.00 0.14
```
Forces are in eV/Å.

Properties
Total charge: -1
Strongest force on any atom, eV Å⁻¹: 3.04

---

Entry 2:
# C39H69CsF9N11O9S2

A structure of composition C39H69CsF9N11O9S2 in a non-equilibrium geometry (the ωB97M-V functional and the def2-TZVPD basis, OMol25).

```
140
Properties=species:S:1:pos:R:3:forces:R:3:lowdin_charge:R:1
Cs 13.0055 -4.5693 7.2713 0.81 0.38 -0.22 0.90
C 15.6413 -7.2484 6.6185 0.39 1.36 1.63 -0.44
O 14.7897 -8.3698 6.8691 -0.23 -0.46 -0.78 -0.13
O 16.0266 -6.7948 7.8502 0.81 -0.59 -0.86 -0.24
C 16.7999 -7.5503 5.5226 -1.35 2.20 -0.09 -0.56
F 16.3317 -7.8886 4.3158 -1.64 -0.12 -0.46 0.12
F 17.5412 -6.4381 5.2590 -0.45 -0.33 0.85 0.12
F 17.5926 -8.5181 5.8233 1.78 -1.74 1.55 0.18
C 13.7565 -8.6464 5.9156 0.66 -1.14 -0.53 -0.25
C 13.1547 -9.9872 6.3271 -0.12 0.17 -0.16 -0.03
H 13.8739 -10.7915 6.1726 0.27 0.13 0.39 0.06
H 12.8392 -9.9245 7.3686 0.03 -0.28 0.11 0.06
H 12.3101 -10.3207 5.7242 -0.21 0.50 -0.12 0.06
H 14.1713 -8.7708 4.9154 0.14 0.12 -0.06 0.10
H 13.0182 -7.8521 5.8054 -0.20 0.34 0.47 0.10
H 15.0493 -6.4481 6.1744 -0.29 0.08 -1.02 0.08
C 19.4493 -5.9597 7.4870 -0.66 0.17 1.14 0.05
C 19.1796 -5.2062 8.7832 3.40 1.03 1.07 -0.35
O 20.0074 -4.7828 9.5619 -1.75 -1.02 -1.42 0.17
N 17.7417 -4.8897 9.1697 1.78 -0.31 -0.10 0.09
H 17.1608 -5.6116 8.7678 -1.44 -0.22 -1.86 0.08
H 17.6813 -5.1853 10.1336 0.32 1.09 0.91 0.17
C 17.4761 -3.4473 8.8053 -1.62 0.12 -0.40 0.05
H 19.3738 -5.3021 6.6210 -0.52 -0.01 0.05 0.09
H 18.6806 -6.7313 7.5294 0.03 -0.15 -0.83 0.06
H 20.4479 -6.3944 7.4434 -0.06 0.17 0.54 0.11
H 18.3158 -2.7598 8.7037 0.51 -0.79 0.42 0.13
H 16.7827 -3.0138 9.5260 0.05 -0.14 -0.05 0.11
H 17.0011 -3.4934 7.8253 -0.12 0.15 -0.04 0.08
C 13.7514 -5.2588 3.6310 -0.49 0.01 -0.75 -0.07
C 12.7829 -5.1712 2.4084 1.90 -0.23 0.83 -0.13
N 11.4048 -5.3149 2.8741 -2.22 1.51 2.08 -0.01
C 10.4630 -6.2423 2.4105 3.61 0.44 -1.78 -0.01
C 9.3078 -6.0455 2.9746 -2.35 2.13 3.00 -0.01
N 9.4587 -4.9638 3.8863 1.98 0.53 0.47 -0.08
C 10.7750 -4.4938 3.8693 -1.66 -3.99 -3.58 0.08
C 8.3431 -4.3582 4.6715 0.12 0.55 -1.11 0.03
H 13.6630 -6.2130 4.1505 -0.40 -0.10 0.04 0.05
H 13.5637 -4.4145 4.2943 0.35 0.01 0.02 0.01
H 14.7954 -5.2337 3.3188 -0.07 0.43 -0.09 0.08
H 13.0871 -5.9426 1.7010 -0.84 -0.29 0.10 0.12
H 12.9760 -4.2440 1.8689 -0.55 0.27 0.26 0.14
H 10.7410 -6.8784 1.5832 0.04 -0.40 0.02 0.13
H 8.3298 -6.4998 2.9154 0.21 -0.06 -0.34 0.15
H 11.2093 -3.6447 4.3763 -0.19 -0.03 -0.13 0.15
H 8.6785 -3.4300 5.1342 0.21 -0.33 0.29 0.10
H 7.8417 -5.0346 5.3638 0.44 -0.08 -0.05 0.10
H 7.6204 -4.0101 3.9335 -0.19 -0.20 0.04 0.11
C 12.7659 -13.4842 4.8355 0.02 -0.06 1.12 -0.04
C 11.2130 -13.7556 4.8698 1.61 0.14 -1.11 -0.10
N 10.4514 -12.5447 5.2086 -0.94 1.59 -0.11 -0.03
C 10.0821 -12.1390 6.4838 -0.02 -0.68 0.80 -0.04
C 9.4484 -10.9469 6.4605 0.56 0.32 -2.45 -0.02
N 9.4548 -10.5486 5.0994 1.27 -2.89 -0.10 -0.06
C 10.0549 -11.5870 4.3466 -0.86 2.13 2.47 0.08
C 8.9877 -9.2463 4.6590 -0.20 0.22 -0.45 -0.01
H 13.2084 -13.4028 5.8283 -0.35 -0.36 0.49 0.05
H 13.1283 -12.5421 4.4242 -0.82 0.08 -0.75 0.06
H 13.3346 -14.2812 4.3566 -0.45 -0.12 -0.19 0.09
H 10.9055 -14.5784 5.5152 0.20 0.27 0.20 0.14
H 10.9537 -14.0639 3.8569 -0.37 0.21 0.04 0.14
H 10.2381 -12.7636 7.3511 0.12 -0.14 -0.26 0.13
H 9.0151 -10.2971 7.2064 0.03 -0.31 -0.03 0.12
H 10.2276 -11.5171 3.2828 0.09 -0.10 -0.45 0.14
H 8.0339 -9.0356 5.1427 0.01 -0.05 -0.08 0.11
H 8.8562 -9.2132 3.5775 0.02 -0.27 0.06 0.11
H 9.7066 -8.4689 4.9178 0.12 -0.11 0.09 0.08
C 13.9851 -7.3056 11.0247 -0.47 -0.48 0.34 -0.03
C 13.0727 -7.7436 9.8608 0.15 0.11 -0.81 -0.14
N 12.4732 -9.1076 9.9615 -2.84 -1.66 -0.33 -0.01
C 13.1260 -10.2634 10.3004 0.61 1.03 0.19 -0.03
C 12.2105 -11.2192 10.4951 -0.27 -2.54 0.37 -0.02
N 10.9409 -10.8102 10.1652 2.77 3.95 -0.77 -0.07
C 11.1259 -9.4982 9.8027 1.87 0.70 0.73 0.04
C 9.6736 -11.4680 10.3356 -0.67 -0.13 -0.46 0.03
H 14.6659 -6.4906 10.7789 -0.66 0.39 -0.44 0.08
H 14.7230 -8.0258 11.3784 -0.46 -0.62 -0.23 0.04
H 13.3420 -7.0568 11.8689 0.32 0.21 0.13 0.10
H 13.5988 -7.6695 8.9090 0.36 -0.39 -0.07 0.09
H 12.2133 -7.0828 9.7473 -0.03 0.12 0.39 0.11
H 14.2046 -10.2928 10.3454 -0.16 -0.11 0.31 0.13
H 12.3781 -12.2209 10.8625 -0.01 0.00 -0.13 0.15
H 10.4069 -8.7753 9.4466 -0.31 -0.32 0.27 0.16
H 9.7752 -12.5267 10.0970 0.03 0.03 0.49 0.11
H 9.0013 -11.0558 9.5832 -0.16 0.04 0.22 0.09
H 9.3025 -11.2429 11.3355 -0.11 -0.43 -0.09 0.13
C 16.1052 -12.5644 6.8217 -0.55 -1.64 0.00 -0.08
C 16.9354 -11.3450 7.0055 0.04 -0.03 -0.58 -0.18
N 17.1508 -11.1958 8.4351 0.40 3.01 3.70 -0.03
C 17.6046 -12.1767 9.3232 -0.70 1.60 0.75 0.04
C 17.5718 -11.6199 10.6173 0.60 -0.73 -1.49 0.00
N 17.2518 -10.2949 10.5186 -0.72 0.64 -2.26 -0.08
C 16.9393 -10.0250 9.1797 1.42 -2.32 1.03 0.06
C 17.1815 -9.3214 11.6673 -0.76 0.10 -0.43 0.03
H 15.9507 -12.8233 5.7742 -0.19 0.24 0.03 0.10
H 15.1746 -12.5532 7.3891 -0.37 0.57 -0.35 0.08
H 16.5528 -13.4531 7.2666 0.53 -0.01 -0.24 0.08
H 16.4438 -10.4660 6.5885 0.02 0.10 0.47 0.10
H 17.8800 -11.4503 6.4718 0.20 0.04 0.27 0.15
H 17.9349 -13.1070 8.8850 -0.14 -0.16 0.66 0.14
H 17.7689 -12.0267 11.5982 0.24 -0.28 -0.27 0.14
H 16.7474 -9.0268 8.8148 -0.35 0.09 -0.37 0.13
H 17.9941 -9.3404 12.3934 0.24 -0.71 -0.46 0.11
H 16.2447 -9.4785 12.2019 0.10 -0.27 0.07 0.09
H 17.1386 -8.2902 11.3166 0.11 -0.23 -0.51 0.08
C 18.4253 -7.9401 2.5511 -0.36 -0.72 -0.41 -0.04
C 17.3968 -8.6718 1.5896 0.95 0.53 0.69 -0.12
N 17.4115 -8.0421 0.2648 -0.10 -0.14 -1.12 -0.04
C 16.8517 -6.8115 0.0013 0.64 0.82 0.87 -0.01
C 17.2129 -6.4381 -1.2380 -0.29 -0.02 -1.10 0.01
N 17.8323 -7.5195 -1.8283 1.43 -0.97 1.27 -0.06
C 17.9914 -8.4583 -0.8706 -0.31 0.42 0.21 0.02
C 18.5844 -7.5999 -3.0743 -0.63 0.22 -2.33 0.01
H 19.4462 -7.9579 2.1695 -0.14 -0.05 -0.52 0.09
H 18.5091 -8.4837 3.4922 -0.28 -0.01 -0.10 0.06
H 18.1850 -6.9018 2.7800 -0.25 -0.11 -0.18 0.06
H 16.3526 -8.6469 1.9013 0.18 0.21 0.36 0.10
H 17.6524 -9.7286 1.5133 0.14 0.12 -0.31 0.13
H 16.4576 -6.1632 0.7700 -0.16 -0.33 0.02 0.14
H 17.1132 -5.4874 -1.7405 -0.21 -0.21 -0.05 0.15
H 18.5648 -9.3675 -0.9758 -0.20 0.02 -0.09 0.17
H 19.2882 -8.4265 -3.1719 0.33 0.37 0.99 0.11
H 18.9625 -6.6406 -3.4275 0.59 0.03 0.92 0.11
H 17.9726 -7.8182 -3.9496 -0.97 -0.19 0.37 0.10
C 12.9063 -9.3297 2.3536 -1.01 0.04 -0.96 -0.62
F 13.6928 -10.3203 2.8263 -0.32 1.07 0.33 0.11
F 12.0247 -8.9118 3.3034 -0.12 -0.69 0.79 0.06
F 13.6067 -8.2034 2.1264 0.86 -0.63 -0.15 0.09
S 11.9710 -9.9203 0.8274 0.61 -1.32 -2.76 0.50
O 10.9060 -10.8126 1.3043 0.47 1.19 0.95 -0.35
O 11.5380 -8.6786 0.1738 0.26 -0.79 1.55 -0.33
O 13.0121 -10.6674 0.1128 -0.82 1.30 1.18 -0.31
C 17.7448 -3.1852 4.0389 -2.75 1.44 -0.32 -0.62
F 18.5876 -3.5437 5.0072 -0.13 -0.20 -0.57 0.13
F 18.2806 -2.3343 3.1878 0.66 0.07 0.49 0.16
F 17.3480 -4.2346 3.2822 0.36 -0.65 0.59 0.08
S 16.1256 -2.3124 4.7888 0.16 3.70 0.48 0.52
O 15.4250 -3.3504 5.5664 -0.32 -1.18 -0.15 -0.50
O 16.7003 -1.3010 5.6971 -0.11 -1.68 -1.08 -0.34
O 15.3209 -1.6867 3.7069 1.50 -2.29 1.23 -0.33
```
Forces are in eV/Å.

Properties
Total charge: +4
Strongest force on any atom, eV Å⁻¹: 5.61

---

no.,total energy (eV)
1,-187607.202
2,-123019.557